{
  "formula": "C11H16N",
  "method": "ωB97M-V/def2-TZVPD",
  "species": ["C", "C", "C", "C", "C", "C", "C", "C", "C", "C", "C", "N", "H", "H", "H", "H", "H", "H", "H", "H", "H", "H", "H", "H", "H", "H", "H", "H"],
  "positions_angstrom": [[1.4861, -0.8633, 0.2611], [4.5184, 0.9786, -0.0491], [3.6688, 0.1022, -0.5401], [-2.1854, 0.0829, -0.8007], [-3.1741, 1.1417, -0.0593], [2.1100, 0.3068, -0.4785], [-1.6860, 1.4865, -0.3251], [-0.8483, -0.3633, 1.0752], [-1.7838, -0.9441, 0.0481], [-1.8688, -2.3708, -0.2233], [-0.7937, 1.1683, 0.8505], [0.4440, -0.9902, 0.9300], [2.2077, -1.7807, 0.4933], [5.5458, 0.6667, -0.2385], [4.1222, 1.7692, 0.3484], [3.8614, -0.9082, -1.0568], [1.6788, 0.4531, -1.4179], [-2.4447, -0.0029, -1.8560], [-4.0046, 1.7394, -0.6629], [-3.4730, 0.7832, 0.8885], [1.8521, 1.1600, 0.0032], [-1.4036, 2.1435, -1.0552], [-1.1247, -0.5665, 2.1440], [-1.4799, -2.5909, -1.1471], [-2.8742, -2.7621, -0.0870], [-1.4130, -3.0897, 0.5322], [0.1642, 1.4932, 0.7260], [-1.1019, 1.7575, 1.6969]],
  "nbo_charge": [0.226, -0.374, -0.157, -0.361, -0.283, -0.542, -0.148, -0.168, 0.521, -0.739, -0.433, -0.452, 0.197, 0.231, 0.194, 0.206, 0.232, 0.282, 0.289, 0.229, 0.212, 0.252, 0.260, 0.280, 0.297, 0.279, 0.232, 0.239],
  "charge": 1,
  "fmax_ev_per_a": 6.9,
  "energy_ha": -483.04335,
  "gap_ev": 6.560,
  "homo_ha": -0.4534
}

{
  "formula": "C11H16N2O",
  "method": "ωB97M-V/def2-TZVPD",
  "species": ["C", "C", "C", "C", "C", "C", "C", "C", "C", "C", "C", "H", "H", "H", "H", "H", "H", "H", "H", "H", "H", "H", "H", "H", "H", "H", "H", "N", "N", "O"],
  "positions_angstrom": [[1.6852, -2.6105, -2.6226], [0.3822, -2.4186, -0.5991], [-0.5120, -2.8942, 0.4128], [-0.5095, -0.7312, 1.3476], [-0.0200, -0.0742, 0.2218], [0.4670, -0.9429, -0.7385], [-0.1168, 1.3279, -0.0490], [-1.3705, 1.8162, -0.7746], [-1.7447, 3.2407, -0.0345], [-0.4470, 3.4508, 0.8397], [1.4706, 1.9033, 1.6100], [1.0097, -2.1390, -3.3339], [2.2373, -3.4530, -3.1923], [2.3009, -1.8753, -2.2728], [-1.0069, -4.0208, 0.3994], [-0.5457, -0.1827, 2.3635], [0.9583, -0.6844, -1.5722], [0.6924, 1.8276, -0.4753], [-2.0212, 0.9421, -0.6194], [-1.1815, 2.0000, -1.8106], [-2.0668, 4.1395, -0.7459], [-2.5446, 2.9844, 0.7006], [0.2413, 4.1289, 0.4096], [-0.7543, 3.9834, 1.7438], [2.1871, 2.1807, 0.8845], [1.3952, 2.4473, 2.6346], [1.5572, 0.8133, 1.8049], [-0.8752, -2.0522, 1.2724], [-0.0091, 2.1233, 1.1843], [1.0031, -3.2493, -1.4745]],
  "nbo_charge": [-0.251, 0.290, 0.007, 0.004, -0.071, -0.265, -0.102, -0.402, -0.404, -0.242, -0.438, 0.183, 0.208, 0.176, 0.195, 0.217, 0.198, 0.180, 0.218, 0.208, 0.223, 0.216, 0.169, 0.199, 0.181, 0.218, 0.214, -0.414, -0.423, -0.493],
  "smiles": "COc1cncc([C@H]2CCCN2C)c1",
  "charge": 0,
  "fmax_ev_per_a": 5.7,
  "energy_ha": -613.34854,
  "gap_ev": 8.828,
  "homo_ha": -0.2975
}

{
  "formula": "C11H16N2O2",
  "method": "ωB97M-V/def2-TZVPD",
  "species": ["C", "C", "C", "C", "C", "C", "C", "C", "C", "C", "C", "N", "N", "O", "O", "H", "H", "H", "H", "H", "H", "H", "H", "H", "H", "H", "H", "H", "H", "H", "H"],
  "positions_angstrom": [[3.4475, -1.9137, 0.6664], [2.4775, -1.4740, 1.5507], [3.4627, -1.3020, -0.5943], [1.6561, -0.3966, 1.2647], [2.6014, -0.3064, -0.9760], [1.6849, 0.1630, -0.0141], [-1.4319, -0.4136, -0.3758], [0.8349, 2.5232, 0.3806], [-3.4263, -0.1493, 1.1386], [0.6982, 1.2562, -0.4009], [-2.6405, -0.8978, 0.0405], [-3.2292, -1.9287, -0.7486], [0.7937, 1.6164, -1.7631], [-0.8395, -0.9941, -1.4675], [-0.7627, 0.6985, 0.0083], [4.1377, -2.7536, 0.9279], [2.7024, -1.9430, 2.5260], [4.2034, -1.5256, -1.3365], [1.1428, 0.1045, 2.1060], [2.7209, 0.2181, -1.8379], [-0.1341, 2.8458, 0.8581], [1.3221, 3.3664, -0.1054], [1.4848, 2.2854, 1.2511], [-4.4324, 0.3001, 0.7755], [-3.7640, -0.8537, 1.9276], [-2.7115, 0.5843, 1.5507], [-3.3826, -1.6090, -1.7190], [-3.8626, -2.4735, -0.2815], [0.1744, 2.3292, -2.0476], [-1.4638, -1.4245, -2.0845], [0.5356, 0.8312, -2.3486]],
  "nbo_charge": [-0.209, -0.212, -0.201, -0.202, -0.201, -0.050, 0.574, -0.653, -0.644, 0.430, -0.023, -0.859, -0.822, -0.730, -0.599, 0.219, 0.216, 0.205, 0.226, 0.220, 0.246, 0.235, 0.222, 0.200, 0.201, 0.235, 0.356, 0.379, 0.372, 0.491, 0.380],
  "smiles": "C/C(N)=C(/O)O[C@](C)(N)c1ccccc1",
  "charge": 0,
  "fmax_ev_per_a": 4.1,
  "energy_ha": -688.66694,
  "gap_ev": 7.826,
  "homo_ha": -0.2603
}

{
  "formula": "C11H16N2O3S",
  "method": "ωB97M-V/def2-TZVPD",
  "species": ["C", "C", "C", "C", "C", "S", "N", "C", "O", "O", "O", "C", "C", "H", "H", "H", "H", "H", "H", "H", "C", "C", "C", "N", "H", "H", "H", "H", "H", "H", "H", "H", "H"],
  "positions_angstrom": [[-4.4167, -0.7009, 1.9991], [-2.9517, -0.6909, 1.7332], [-2.2568, -1.8845, 1.6093], [-0.8984, -1.8870, 1.3722], [-0.2228, -0.6956, 1.2558], [1.5529, -0.6969, 0.9060], [2.1453, -0.6800, 2.4293], [3.4135, -0.6920, 2.4775], [4.5694, -0.6921, 2.5276], [1.7375, -2.0010, 0.2032], [1.7539, 0.6169, 0.2251], [-0.8926, 0.4975, 1.3729], [-2.2519, 0.5008, 1.6097], [-4.8159, 0.3096, 2.0723], [-4.9589, -1.2113, 1.2038], [-4.6417, -1.2115, 2.9348], [-2.7988, -2.8104, 1.6959], [-0.3503, -2.8100, 1.2549], [-0.3392, 1.4179, 1.2564], [-2.7861, 1.4310, 1.6953], [5.0230, 3.4857, 5.7937], [4.6906, 2.7927, 4.4734], [5.1794, 3.6151, 3.2849], [3.2475, 2.5292, 4.3641], [6.0938, 3.6672, 5.8981], [4.5200, 4.4509, 5.8564], [4.7018, 2.8919, 6.6502], [5.2101, 1.8156, 4.4548], [6.2535, 3.7999, 3.3335], [4.9677, 3.1120, 2.3411], [4.6795, 4.5837, 3.2612], [3.0414, 2.0071, 3.5211], [2.9358, 1.9588, 5.1402]],
  "nbo_charge": [-0.633, -0.004, -0.168, -0.181, -0.333, 2.206, -0.823, 0.929, -0.403, -0.888, -0.893, -0.164, -0.217, 0.217, 0.225, 0.225, 0.207, 0.239, 0.241, 0.216, -0.612, -0.045, -0.612, -0.837, 0.211, 0.211, 0.203, 0.153, 0.210, 0.206, 0.211, 0.349, 0.353],
  "charge": 0,
  "fmax_ev_per_a": 5.9,
  "energy_ha": -1162.13974,
  "gap_ev": 9.663,
  "homo_ha": -0.3433
}

{
  "formula": "C11H16N2O6TeV",
  "method": "ωB97M-V/def2-TZVPD",
  "species": ["V", "O", "C", "O", "C", "C", "C", "C", "C", "N", "C", "O", "O", "H", "H", "H", "C", "C", "N", "O", "H", "H", "H", "H", "H", "O", "H", "H", "C", "Te", "C", "H", "H", "H", "H", "H", "H"],
  "positions_angstrom": [[1.0196, 0.3657, 0.4063], [-1.6654, 2.9785, 1.5806], [-0.8360, 2.1249, 1.5800], [0.0487, 1.8841, 0.5949], [-0.6266, 1.0781, 2.6611], [-1.1264, 1.0187, 3.9389], [-0.7313, -0.0543, 4.7350], [0.1564, -1.0147, 4.2588], [0.6199, -0.8783, 2.9717], [0.2031, 0.1334, 2.2150], [1.6592, -1.7061, 2.2237], [2.1056, -2.7431, 2.5991], [1.9290, -1.0707, 1.0779], [-1.7872, 1.7926, 4.3037], [-1.1064, -0.1319, 5.7472], [0.4954, -1.8400, 4.8700], [-2.3982, 0.7391, -3.5152], [-1.6342, 1.4401, -2.4314], [-2.2309, 2.4570, -1.7980], [-0.4939, 1.0842, -2.1067], [-3.3519, 1.2101, -3.7409], [-2.5734, -0.2910, -3.2024], [-1.7829, 0.7122, -4.4133], [-3.1609, 2.7535, -2.0411], [-1.7649, 2.9078, -1.0231], [2.1006, 1.3584, -1.2144], [2.5016, 2.2217, -1.0163], [1.3265, 1.5368, -1.7898], [1.5898, -1.1705, -3.0376], [0.2385, -1.5886, -1.4629], [1.3379, -3.2806, -0.8458], [2.5756, -0.9746, -2.6268], [1.2209, -0.3106, -3.5871], [1.6072, -2.0502, -3.6744], [1.3758, -3.9637, -1.6904], [0.8275, -3.7541, -0.0104], [2.3316, -2.9739, -0.5361]],
  "nbo_charge": [1.386, -0.531, 0.774, -0.749, 0.108, -0.192, -0.114, -0.181, 0.110, -0.475, 0.757, -0.518, -0.738, 0.262, 0.246, 0.263, -0.713, 0.717, -0.772, -0.756, 0.231, 0.252, 0.252, 0.411, 0.428, -0.929, 0.515, 0.540, -0.855, 0.696, -0.884, 0.240, 0.244, 0.242, 0.239, 0.246, 0.251],
  "charge": 1,
  "s2": 2.0178,
  "multiplicity": 3,
  "fmax_ev_per_a": 2.8,
  "energy_ha": -2201.65061,
  "gap_ev": [8.021, 8.179],
  "homo_ha": [-0.4420, -0.4458]
}

{
  "formula": "C11H16N3",
  "method": "ωB97M-V/def2-TZVPD",
  "species": ["C", "C", "C", "C", "C", "C", "C", "C", "C", "C", "C", "N", "N", "N", "H", "H", "H", "H", "H", "H", "H", "H", "H", "H", "H", "H", "H", "H", "H", "H"],
  "positions_angstrom": [[3.1179, 0.6422, 0.8215], [2.9955, -0.7395, 0.7491], [1.9071, 1.1903, 0.3846], [-0.3603, 0.2172, -1.9926], [-2.5184, -0.2144, 0.4102], [0.7584, 0.0919, -3.0181], [-1.4720, 0.5201, 0.6300], [-0.1274, 0.2553, -0.6687], [-3.8258, -0.1398, 1.1463], [-1.1624, 1.7505, 1.4726], [0.9998, -2.1796, 0.3689], [1.9394, -0.0768, -2.6445], [1.7338, -1.0347, 0.3088], [1.1371, 0.1371, 0.0098], [3.9422, 1.2011, 1.1978], [3.6602, -1.5209, 1.0446], [1.5900, 2.2272, 0.2891], [-1.3220, 0.3835, -2.4252], [-2.4617, -1.0175, -0.2452], [0.3580, 0.1328, -3.9989], [-4.4970, -1.0357, 0.9149], [-4.2215, 0.6054, 0.5424], [-3.8849, 0.1338, 2.1870], [-0.0574, 1.6117, 1.8185], [-1.7789, 1.8697, 2.2559], [-1.1640, 2.6207, 0.8412], [0.5317, -2.3280, 1.3548], [0.0746, -2.1461, -0.3738], [1.6058, -2.9812, 0.1422], [2.5022, -0.1762, -3.5232]],
  "nbo_charge": [-0.293, 0.055, 0.057, -0.254, -0.202, 0.100, 0.068, 0.170, -0.654, -0.649, -0.425, -0.596, -0.099, -0.157, 0.264, 0.253, 0.266, 0.246, 0.213, 0.179, 0.233, 0.232, 0.236, 0.207, 0.235, 0.230, 0.232, 0.252, 0.239, 0.362],
  "smiles": "[H]/N=C/C=C(/C(C)=C/C)[n+]1cccn1C",
  "charge": 1,
  "fmax_ev_per_a": 5.4,
  "energy_ha": -592.62029,
  "gap_ev": 9.461,
  "homo_ha": -0.4690
}

{
  "formula": "C11H16N3",
  "method": "ωB97M-V/def2-TZVPD",
  "species": ["C", "C", "C", "C", "C", "C", "C", "C", "C", "C", "C", "N", "N", "N", "H", "H", "H", "H", "H", "H", "H", "H", "H", "H", "H", "H", "H", "H", "H", "H"],
  "positions_angstrom": [[-0.7348, 4.1688, -0.1424], [-0.3365, 3.5777, -1.3691], [-0.8624, 3.3132, 0.9856], [0.5934, 0.0663, -1.7011], [0.1394, 0.1230, -0.3941], [0.0490, 2.2351, -1.3445], [0.8755, -1.1762, -2.4488], [0.3309, -2.3123, 0.4767], [-1.6151, -0.9525, 1.1558], [0.7046, -0.3905, 2.1049], [-0.0968, -0.8464, 0.7738], [-0.6626, 2.0768, 0.9629], [0.4784, 1.2965, -2.2240], [-0.1919, 1.5328, -0.1116], [-0.8266, 5.1648, 0.0478], [-0.2824, 4.2412, -2.1899], [-1.0874, 3.7821, 2.0018], [-0.0870, -1.7469, -2.5556], [1.2919, -0.9490, -3.3963], [1.5152, -2.0019, -1.8831], [0.0636, -2.7265, 1.3572], [-0.3956, -2.6893, -0.2244], [1.3710, -2.5772, 0.1583], [-2.2885, -0.5305, 0.3619], [-1.9885, -1.9253, 1.2331], [-1.7436, -0.4052, 2.0382], [0.3970, -0.9364, 2.9156], [1.7532, -0.5294, 2.0468], [0.6421, 0.7369, 2.2101], [0.5631, 1.4655, -3.2828]],
  "nbo_charge": [-0.155, -0.202, 0.041, 0.177, 0.160, 0.339, -0.664, -0.593, -0.605, -0.597, -0.066, -0.180, -0.487, -0.084, 0.241, 0.257, 0.236, 0.258, 0.237, 0.275, 0.220, 0.203, 0.217, 0.210, 0.226, 0.227, 0.219, 0.214, 0.219, 0.458],
  "smiles": "Cc1[nH]c2cccn[n+]2c1C(C)(C)C",
  "charge": 1,
  "fmax_ev_per_a": 5.4,
  "energy_ha": -592.71287,
  "gap_ev": 8.505,
  "homo_ha": -0.4653
}

{
  "formula": "C11H16N3O",
  "method": "ωB97M-V/def2-TZVPD",
  "species": ["C", "C", "C", "C", "C", "C", "C", "C", "C", "C", "C", "N", "N", "N", "O", "H", "H", "H", "H", "H", "H", "H", "H", "H", "H", "H", "H", "H", "H", "H", "H"],
  "positions_angstrom": [[-0.6279, 1.6575, 2.8177], [1.2826, 1.1044, 3.5712], [0.1599, 1.3138, 1.7770], [-2.4792, 1.0767, -0.3142], [-1.4474, 1.8788, -0.0350], [-2.4589, -0.3064, 0.0191], [-1.1091, -0.9937, 0.4603], [-0.0933, 1.3855, 0.3230], [0.0606, -0.3080, -0.3825], [-0.3100, -0.2112, -1.9100], [2.5294, -0.0838, -0.7305], [0.1412, 1.6223, 3.9528], [-3.4962, -0.9670, -0.0482], [1.4190, -0.9179, -0.2209], [1.2770, 0.7771, 2.2618], [-1.6451, 2.1045, 2.9228], [2.2543, 0.9481, 4.1879], [-3.4333, 1.3596, -0.6257], [-1.7715, 2.9704, -0.0050], [-0.8743, -0.7840, 1.5590], [-1.1775, -2.0527, 0.1997], [0.6572, 2.0873, -0.2247], [-0.5036, 0.8122, -2.2232], [-1.2562, -0.8006, -2.0383], [0.4295, -0.6403, -2.4738], [2.4558, 0.2643, -1.8479], [2.6735, 0.7811, -0.1281], [3.4717, -0.5902, -0.6278], [-3.4926, -1.9031, 0.2797], [1.5479, -1.1853, 0.7132], [1.4090, -1.9446, -0.5038]],
  "nbo_charge": [-0.085, 0.305, 0.187, -0.231, -0.176, 0.261, -0.524, -0.270, 0.202, -0.657, -0.438, -0.423, -0.560, -0.538, -0.451, 0.249, 0.231, 0.251, 0.258, 0.249, 0.227, 0.252, 0.250, 0.244, 0.210, 0.258, 0.245, 0.245, 0.351, 0.438, 0.440],
  "smiles": "[H]/N=C1/C=C[C@@H](c2cnco2)[C@@](C)([NH2+]C)C1",
  "charge": 1,
  "fmax_ev_per_a": 4.3,
  "energy_ha": -667.89526,
  "gap_ev": 9.255,
  "homo_ha": -0.4610
}

Calculated ΔE to the lowest compared entry with this formula, charge and spin (kcal per mole), listed in the same order as above: 118.2, 89.1, 78.5, 54.0, 11.8, 103.9, 45.8, 83.5